{"formula": "C27H67FN3O6", "method": "ωB97M-V/def2-TZVPD", "lumo_energy_ev": -5.32, "homo_energy_ev": -10.91, "de_lowest_ev": 0.421, "molar_mass_g_mol": 548.846, "total_charge": 1, "e_tot_ev": -48545.86695, "elements": ["N", "C", "N", "C", "C", "N", "F", "H", "H", "H", "H", "H", "H", "H", "C", "C", "O", "C", "C", "H", "H", "H", "H", "H", "H", "H", "H", "H", "H", "C", "C", "O", "C", "C", "H", "H", "H", "H", "H", "H", "H", "H", "H", "H", "C", "C", "O", "C", "C", "H", "H", "H", "H", "H", "H", "H", "H", "H", "H", "C", "C", "O", "C", "C", "H", "H", "H", "H", "H", "H", "H", "H", "H", "H", "C", "C", "O", "C", "C", "H", "H", "H", "H", "H", "H", "H", "H", "H", "H", "C", "C", "O", "C", "C", "H", "H", "H", "H", "H", "H", "H", "H", "H", "H"], "coordinates": [[-0.729, 2.681, -0.103], [-0.721, 1.503, -0.684], [-0.004, 1.218, -1.801], [-0.297, -0.250, -2.006], [-1.698, -0.334, -1.477], [-1.509, 0.439, -0.232], [-0.907, -0.266, 0.789], [0.140, 3.149, 0.119], [-1.630, 3.136, 0.018], [-0.567, 1.698, -2.518], [0.390, -0.706, -1.310], [-0.157, -0.566, -3.025], [-2.147, -1.309, -1.407], [-2.294, 0.349, -2.071], [2.785, -0.525, -7.182], [1.564, 0.033, -6.473], [1.574, -0.174, -5.066], [2.660, 0.402, -4.358], [2.747, 1.913, -4.488], [2.885, -1.593, -6.987], [2.694, -0.373, -8.257], [3.706, -0.043, -6.855], [0.671, -0.476, -6.838], [1.433, 1.096, -6.701], [3.600, -0.073, -4.655], [2.502, 0.145, -3.307], [2.911, 2.226, -5.518], [3.573, 2.295, -3.887], [1.821, 2.382, -4.146], [8.123, -3.434, -3.650], [7.339, -2.144, -3.826], [6.116, -2.305, -4.524], [5.170, -3.181, -3.935], [4.725, -2.756, -2.546], [8.331, -3.887, -4.620], [9.068, -3.232, -3.147], [7.578, -4.166, -3.053], [7.926, -1.445, -4.421], [7.166, -1.662, -2.857], [5.551, -4.207, -3.928], [4.308, -3.179, -4.602], [5.547, -2.745, -1.830], [3.964, -3.439, -2.167], [4.306, -1.747, -2.581], [5.481, -8.425, -4.027], [4.277, -7.500, -3.974], [4.191, -6.600, -5.065], [4.091, -7.184, -6.353], [2.873, -8.073, -6.536], [6.404, -7.846, -4.075], [5.509, -9.057, -3.140], [5.456, -9.079, -4.899], [4.345, -6.874, -3.083], [3.350, -8.076, -3.880], [5.009, -7.731, -6.595], [4.034, -6.347, -7.048], [2.886, -8.932, -5.864], [2.834, -8.450, -7.558], [1.959, -7.512, -6.337], [-1.070, 1.746, 3.479], [-1.861, 0.477, 3.761], [-1.596, -0.089, 5.024], [-1.879, 0.726, 6.152], [-3.332, 1.156, 6.255], [0.001, 1.553, 3.559], [-1.291, 2.109, 2.474], [-1.315, 2.545, 4.179], [-1.589, -0.286, 3.035], [-2.936, 0.657, 3.637], [-1.215, 1.598, 6.167], [-1.617, 0.123, 7.020], [-3.641, 1.770, 5.408], [-3.489, 1.739, 7.162], [-3.986, 0.283, 6.284], [-5.252, 6.567, -0.434], [-4.579, 5.688, 0.605], [-3.168, 5.585, 0.447], [-2.440, 6.804, 0.527], [-2.597, 7.529, 1.851], [-5.042, 6.201, -1.440], [-6.330, 6.568, -0.280], [-4.909, 7.600, -0.380], [-4.960, 4.670, 0.516], [-4.823, 6.025, 1.616], [-2.705, 7.459, -0.308], [-1.393, 6.531, 0.389], [-3.628, 7.832, 2.033], [-1.980, 8.428, 1.861], [-2.289, 6.888, 2.678], [-7.121, 0.075, 9.994], [-6.542, 0.907, 8.863], [-7.018, 2.239, 8.823], [-6.758, 3.031, 9.969], [-5.281, 3.196, 10.285], [-8.210, 0.051, 9.930], [-6.745, -0.947, 9.940], [-6.857, 0.474, 10.974], [-6.828, 0.460, 7.910], [-5.446, 0.897, 8.895], [-7.297, 2.634, 10.836], [-7.192, 4.007, 9.753], [-4.801, 2.245, 10.516], [-5.152, 3.852, 11.146], [-4.757, 3.634, 9.433]], "atomic_forces_ev_per_a": [[-0.19, -0.03, 0.12], [1.01, -0.33, 0.63], [-1.96, -0.55, -0.16], [0.72, 0.05, -0.10], [1.03, -0.03, 0.27], [-1.89, 0.80, -0.68], [0.18, 0.14, 0.10], [-0.12, 0.50, -0.77], [0.14, -0.05, 1.13], [1.34, 0.81, -0.47], [0.26, -0.79, -0.23], [0.35, 0.07, -0.33], [-0.17, -0.17, 0.46], [-0.67, -0.24, -0.21], [0.08, 0.00, 0.14], [0.08, 0.00, -0.24], [-0.35, -0.03, 0.32], [0.17, 0.06, -0.06], [-0.07, -0.01, -0.08], [-0.01, -0.01, -0.03], [-0.03, -0.01, -0.01], [0.00, 0.04, -0.05], [-0.04, -0.02, 0.11], [0.05, 0.01, 0.02], [0.03, 0.05, 0.00], [-0.06, -0.10, -0.02], [0.08, 0.00, 0.01], [0.00, -0.01, 0.01], [0.01, 0.01, 0.02], [-0.10, -0.08, -0.02], [0.11, -0.04, 0.09], [-0.12, 0.18, -0.15], [0.01, -0.13, 0.07], [0.05, 0.12, 0.05], [0.02, 0.02, -0.01], [0.01, 0.02, -0.02], [0.03, 0.03, 0.06], [-0.08, 0.02, -0.06], [0.00, -0.05, 0.03], [-0.02, -0.01, 0.04], [0.06, 0.02, -0.09], [0.00, -0.08, 0.00], [-0.01, -0.01, -0.04], [-0.03, -0.01, 0.01], [0.02, 0.02, -0.12], [0.01, -0.13, 0.05], [-0.02, 0.25, 0.06], [0.01, -0.11, -0.09], [-0.04, 0.00, 0.13], [0.01, 0.00, 0.03], [0.00, 0.02, 0.02], [-0.04, -0.05, 0.04], [-0.02, 0.08, -0.05], [0.02, -0.04, -0.03], [-0.02, -0.05, 0.01], [0.03, 0.07, 0.07], [0.04, -0.04, -0.05], [0.01, 0.02, -0.01], [0.00, 0.01, -0.03], [0.06, 0.02, 0.11], [-0.12, 0.10, 0.05], [0.11, -0.16, 0.02], [-0.06, 0.13, 0.08], [-0.04, -0.06, -0.13], [0.00, -0.01, -0.02], [-0.03, -0.01, 0.01], [-0.06, 0.02, -0.04], [0.02, -0.11, 0.09], [0.01, 0.08, 0.00], [-0.03, 0.03, -0.02], [0.05, -0.08, -0.06], [0.02, 0.08, 0.05], [0.01, -0.01, 0.01], [0.00, -0.01, 0.04], [0.16, 0.06, -0.05], [-0.20, 0.06, 0.01], [0.25, -0.37, -0.09], [0.00, 0.17, 0.03], [-0.09, -0.10, 0.05], [-0.03, -0.02, -0.01], [-0.01, -0.03, 0.01], [-0.06, 0.02, 0.05], [0.10, -0.04, 0.01], [0.02, 0.05, -0.01], [-0.04, 0.01, 0.02], [-0.02, -0.08, -0.03], [0.01, 0.07, -0.04], [0.02, 0.00, -0.01], [0.03, 0.01, 0.00], [-0.03, 0.11, 0.08], [0.07, -0.12, 0.07], [-0.07, 0.07, -0.20], [0.03, 0.01, 0.12], [0.05, -0.09, -0.09], [0.00, -0.02, -0.02], [-0.01, -0.01, -0.03], [0.06, -0.04, 0.00], [-0.03, 0.12, -0.05], [0.00, -0.03, 0.07], [0.05, -0.03, 0.03], [-0.05, -0.03, -0.08], [-0.02, 0.01, 0.08], [-0.01, 0.02, 0.00], [-0.01, 0.03, 0.01]]}